Molecular formula: C36H71ClNO3
Method: DFT, the ωB97M-V functional and the def2-TZVPD basis

The geometry in ORCA input format:
```
! wB97M-V def2-TZVPD RIJCOSX def2/J DEFGRID3
* xyz 1 1
C -1.74003 -2.76410 2.44001
C -2.82558 -3.57538 1.66209
C -3.54191 -2.57627 0.68405
C -3.16118 -2.83747 -0.80267
C -1.86101 -2.13722 -1.22908
C -1.34624 -2.59568 -2.64502
C 0.20639 -2.76131 -2.63790
C 0.69895 -4.24296 -2.71471
C 1.56307 -4.68241 -1.50328
C 2.84181 -3.83879 -1.36215
C 3.88949 -4.41876 -0.36477
C 4.19691 -3.51853 0.84836
C 4.86395 -2.15331 0.45315
C 4.54105 -1.05767 1.49622
C 4.47274 0.38861 0.93830
C 3.48755 0.61291 -0.24479
C 2.08749 1.08399 0.15470
C 1.72576 2.44578 0.03969
C 2.63251 3.52638 -0.48442
C 2.37702 3.62640 -2.02970
O 3.60872 3.70018 -2.73911
C 0.42796 2.83599 0.41100
C -0.49425 1.93267 0.86164
C -1.92952 2.24922 1.26344
C -2.55939 3.45882 0.52113
C -3.74950 3.11070 -0.40375
C -4.79299 2.13554 0.21480
C -4.78821 0.82038 -0.61706
N -0.10313 0.64848 0.95733
C 1.12412 0.22305 0.61690
Cl 1.37122 -1.47045 0.77643
H -1.29265 -2.08205 1.70414
H -2.20299 -2.17201 3.24362
H -0.95870 -3.40315 2.87221
H -3.53100 -4.05523 2.34432
H -2.26504 -4.26951 1.02248
H -3.23178 -1.53716 0.89862
H -4.62744 -2.62905 0.84075
H -3.96525 -2.47880 -1.46221
H -3.04005 -3.92602 -0.90963
H -1.04838 -2.37601 -0.52136
H -1.95189 -1.03748 -1.25761
H -1.66009 -1.83852 -3.37756
H -1.85686 -3.53111 -2.91415
H 0.64412 -2.20717 -1.79824
H 0.55381 -2.25104 -3.55216
H 1.25175 -4.35256 -3.66111
H -0.19209 -4.88086 -2.82142
H 1.77723 -5.75024 -1.66055
H 0.89931 -4.60595 -0.62192
H 2.58515 -2.78953 -1.17745
H 3.31363 -3.85640 -2.36127
H 3.51073 -5.39491 -0.02079
H 4.80943 -4.64776 -0.92459
H 4.95285 -4.04737 1.45246
H 3.29972 -3.37946 1.46733
H 4.51084 -1.93220 -0.56480
H 5.93738 -2.37245 0.37211
H 5.37201 -1.06542 2.22235
H 3.65194 -1.28972 2.09434
H 5.48965 0.74866 0.73236
H 4.10860 1.02220 1.76762
H 3.36668 -0.25229 -0.91071
H 3.90797 1.42003 -0.86140
H 3.70013 3.31933 -0.37043
H 2.34745 4.50188 -0.07384
H 1.83697 2.73508 -2.39830
H 1.73818 4.48820 -2.28479
H 3.49430 3.22961 -3.57240
H 0.15000 3.88034 0.29854
H -1.91689 2.48857 2.33983
H -2.49722 1.31299 1.16265
H -2.94998 4.14002 1.29178
H -1.83011 4.05754 -0.03983
H -4.28560 4.05894 -0.57671
H -3.43681 2.78537 -1.40827
H -4.55123 1.89740 1.26222
H -5.80036 2.57000 0.22020
H -5.17941 1.07911 -1.61021
H -5.42531 0.05724 -0.15321
H -3.74020 0.50282 -0.71571
H -0.78369 -0.04076 1.27724
C -9.84003 -0.83515 -1.47827
C -8.56181 -0.47321 -0.74275
O -8.57136 0.83454 -0.19377
C -9.57361 1.10375 0.77225
C -9.47914 0.22643 2.00926
H -10.07344 -0.08245 -2.23295
H -9.73448 -1.80387 -1.96829
H -10.69321 -0.89578 -0.80086
H -7.72797 -0.50047 -1.44672
H -8.33573 -1.21052 0.03659
H -10.56826 1.03603 0.31987
H -9.43608 2.14541 1.06537
H -9.68485 -0.82016 1.77795
H -10.20223 0.55055 2.75866
H -8.47759 0.27783 2.44073
C 9.91500 3.13363 2.03124
C 8.82115 2.31842 1.36484
O 7.50895 2.74440 1.69755
C 7.16836 4.07173 1.33951
C 7.23087 4.33578 -0.15637
H 9.76346 3.16733 3.11134
H 10.89209 2.69482 1.82690
H 9.93017 4.16322 1.66969
H 8.89479 1.28307 1.70048
H 8.95226 2.30389 0.27714
H 7.78882 4.78696 1.88899
H 6.14286 4.22183 1.68343
H 8.25197 4.27115 -0.53461
H 6.85515 5.33524 -0.38042
H 6.63123 3.60366 -0.70218
*
```

**E_tot**: -58631.8123 eV
**Maximum force**: 2.0 eV/A